1.
{"formula": "C3H11N2", "method": "the ωB97M-V functional and the def2-TZVPD basis", "species": ["H", "H", "H", "H", "H", "C", "H", "H", "H", "C", "N", "H", "C", "H", "H", "N"], "xyz": [[1.7324, 1.5766, 0.5417], [2.7602, -0.6141, -1.4079], [3.5568, -0.3537, 0.1447], [0.2816, -0.8160, -0.7530], [-0.4229, 0.6673, 1.5927], [1.6764, 0.6583, -0.0336], [-1.4939, -0.1597, 0.5752], [3.5570, 0.9084, -1.0230], [-3.9991, -0.4028, 0.3968], [0.5109, 0.0526, -0.1551], [-3.1148, -0.8427, 0.1653], [-3.0907, -0.9391, -0.8470], [2.9283, 0.1133, -0.6163], [-3.1834, -1.7843, 0.5351], [-1.0231, 1.4151, 0.2651], [-0.6757, 0.5209, 0.6192]], "atomic_forces_ev_per_a": [[0.105, -0.052, 0.205], [-0.147, -0.044, 0.067], [-0.221, -0.049, 0.161], [0.216, -0.082, 0.020], [-0.002, -0.027, 0.155], [-0.109, -0.331, -0.017], [-0.190, 0.342, -0.121], [-0.165, 0.040, -0.069], [0.049, 0.170, 0.000], [-0.483, 0.016, 0.293], [0.249, -0.185, -0.063], [-0.163, -0.032, 0.041], [0.642, 0.305, -0.408], [0.010, -0.124, 0.002], [-0.067, -0.086, -0.017], [0.277, 0.139, -0.250]], "nbo_charge": [0.216, 0.234, 0.252, 0.224, 0.434, -0.109, 0.476, 0.246, 0.397, -0.101, -1.094, 0.385, -0.658, 0.392, 0.433, -0.727], "total_charge": 1, "mol_weight_g_mol": 75.13, "e_homo_ev": -14.4, "gap_ha": 0.4151, "lumo_energy_ev": -3.132}

=====

2.
{"formula": "C4H14NO2", "method": "the ωB97M-V functional and the def2-TZVPD basis", "species": ["H", "H", "N", "H", "C", "H", "H", "O", "O", "H", "H", "H", "H", "C", "H", "C", "H", "H", "H", "H", "C"], "xyz": [[0.8800, 1.7538, 2.2375], [0.0436, -2.0340, -0.3398], [0.5552, 0.3433, 0.7289], [2.0711, 1.7876, 0.9315], [1.0193, 1.6897, 1.1589], [0.4226, 2.4593, 0.7111], [-0.0844, 0.8601, -1.2155], [-1.5330, -0.9329, -1.0310], [-2.0394, -0.1352, 1.7563], [-0.4125, 0.2412, 1.0683], [2.3843, 1.1789, -1.0489], [1.9606, 0.2516, -2.4203], [2.6291, -0.5317, -1.0181], [-0.1494, -1.2385, -1.0637], [-2.1281, -1.6629, -1.2190], [0.5338, 0.0972, -0.7750], [-2.8287, -0.0896, 1.2032], [0.2049, -1.5038, -2.0630], [1.1420, -0.3712, 1.1502], [-2.2761, -0.3534, 2.6689], [1.9321, 0.2316, -1.3293]], "atomic_forces_ev_per_a": [[0.071, -0.025, -0.024], [0.527, 0.032, -0.056], [-0.335, 0.501, -0.793], [0.068, 0.220, -0.061], [0.314, -0.448, 0.736], [-0.227, 0.245, -0.481], [-0.399, 0.367, 0.045], [-0.280, 0.510, -0.026], [0.377, 0.064, 0.191], [-0.298, -0.480, 0.240], [-0.061, 0.147, 0.081], [-0.365, -0.195, 0.066], [0.052, -0.508, 0.250], [-0.500, 0.512, -0.211], [0.359, -0.351, -0.107], [0.705, -0.501, 0.386], [0.034, -0.109, 0.282], [-0.212, -0.405, 0.037], [-0.061, -0.120, 0.173], [-0.268, 0.121, -0.390], [0.499, 0.421, -0.337]], "nbo_charge": [0.236, 0.185, -0.519, 0.229, -0.420, 0.236, 0.238, -0.743, -0.979, 0.482, 0.227, 0.258, 0.226, -0.078, 0.497, -0.060, 0.509, 0.200, 0.421, 0.504, -0.650], "total_charge": 1, "mol_weight_g_mol": 108.16, "e_homo_ev": -14.6, "gap_ha": 0.4332, "lumo_energy_ev": -2.805}

=====

3.
{"formula": "C3H8N2O2", "method": "the ωB97M-V functional and the def2-TZVPD basis", "species": ["H", "O", "H", "C", "H", "H", "H", "N", "H", "C", "C", "H", "N", "H", "O"], "xyz": [[0.9401, 1.3495, 1.6878], [-1.6640, 0.6530, -1.1185], [-0.5734, 1.8530, 0.2244], [0.5958, -0.6846, -0.3507], [1.8073, 0.8513, -0.2048], [-2.0171, 1.1765, 0.8959], [2.6392, -0.6744, -0.6178], [0.5485, 0.4211, 1.8561], [0.1620, 0.5082, 2.7802], [-1.2480, 0.9612, 0.1542], [-0.2856, -0.1069, 0.8142], [-1.0660, 0.0195, -1.5469], [1.8309, -0.0876, -0.5524], [-0.9243, -0.9182, 1.1798], [0.2044, -1.6192, -1.0171]], "atomic_forces_ev_per_a": [[-0.214, -0.353, -0.386], [-0.760, 0.071, -0.471], [-0.562, 0.046, -0.668], [0.251, -0.507, 0.732], [1.229, -0.002, 0.340], [-0.638, -0.193, -0.529], [0.278, 0.282, -0.246], [0.643, 0.649, 0.614], [-0.561, -0.463, 0.069], [2.597, 0.236, 1.585], [-0.540, 0.208, -1.437], [-0.261, 0.100, 0.248], [-1.962, 0.071, 0.063], [0.508, -0.078, -0.039], [-0.006, -0.067, 0.124]], "nbo_charge": [0.351, -0.709, 0.119, 0.666, 0.384, 0.179, 0.418, -0.844, 0.377, -0.046, -0.171, 0.491, -0.852, 0.229, -0.592], "mol_weight_g_mol": 104.11, "e_homo_ev": -9.4, "gap_ha": 0.3723, "smiles": "NC(=O)[C@@H](N)CO", "lumo_energy_ev": 0.753}

=====

4.
{"formula": "C2H4ClOP", "method": "the ωB97M-V functional and the def2-TZVPD basis", "species": ["P", "C", "H", "Cl", "C", "H", "H", "H", "O"], "xyz": [[-2.4362, -0.7193, 0.0988], [1.5162, -0.2120, 0.2545], [-0.8582, 1.0837, -0.6586], [-3.5088, 0.9372, -0.0638], [-0.6657, -0.0141, -0.5666], [1.8998, -0.9701, 1.0317], [2.3569, -0.0618, -0.4289], [1.3482, 0.7522, 0.6167], [0.3479, -0.7958, -0.2838]], "atomic_forces_ev_per_a": [[4.529, -0.108, -1.435], [2.029, -2.234, 0.734], [1.701, -0.588, -0.159], [-0.843, 1.362, -0.314], [-6.414, -1.262, 2.384], [-0.687, 1.483, -0.879], [-0.367, -0.489, -0.644], [-0.655, 1.345, 1.193], [0.707, 0.491, -0.881]], "nbo_charge": [0.395, -0.255, 0.194, -0.302, -0.106, 0.202, 0.187, 0.187, -0.500], "mol_weight_g_mol": 110.48, "e_homo_ev": [-7.8, -7.8], "gap_ha": [0.2890, 0.2706], "smiles": "CO/C=P/Cl", "lumo_energy_ev": [0.093, -0.394]}

=====

5.
{"formula": "C22H45N2P3SSm", "method": "the ωB97M-V functional and the def2-TZVPD basis", "species": ["C", "H", "H", "H", "N", "P", "H", "C", "H", "H", "H", "H", "C", "H", "H", "H", "C", "H", "S", "H", "H", "C", "Sm", "C", "H", "C", "H", "H", "H", "H", "H", "H", "H", "H", "C", "H", "P", "H", "H", "C", "C", "C", "H", "H", "H", "C", "H", "H", "H", "C", "H", "C", "H", "H", "N", "C", "C", "H", "H", "H", "C", "H", "H", "P", "C", "H", "H", "C", "C", "C", "H", "C", "H", "H"], "xyz": [[3.1254, -1.4718, -0.9476], [-3.4127, -1.6254, 2.4156], [1.0767, -3.1933, 3.6907], [-3.7497, -2.1590, 0.7753], [0.2489, -0.1510, 2.9465], [-0.9733, -1.3517, -2.0687], [4.4270, 1.4405, -1.1374], [0.9490, -0.8659, 5.2820], [-0.5877, -3.1593, 0.2850], [-4.5942, 1.7064, 2.3132], [2.4762, -2.2299, -1.4067], [3.3764, 2.0103, 0.2023], [-4.1643, 7.7757, -0.7980], [-5.2838, 6.9449, -2.4314], [0.8693, 0.1525, 5.6748], [-1.9228, 2.6474, -1.1712], [0.1808, -2.5570, -2.8048], [-1.7260, -1.1090, -4.3262], [-2.6284, 3.4512, -0.1210], [1.9149, -0.1915, -3.3583], [0.1449, 4.3585, 0.0042], [2.4513, 0.5646, -2.7707], [-0.5312, 0.4445, -0.0374], [-2.7809, 6.1902, 0.4346], [-2.1285, 5.9493, 1.2754], [0.7860, -2.2780, 3.2118], [0.7090, -4.0525, 1.1158], [-3.3217, 0.8309, 3.2029], [-2.9116, 2.2247, 2.2201], [3.5245, 0.5581, -3.0141], [-4.6316, -0.2037, -1.1291], [1.0936, -2.0796, -3.1769], [1.9414, -1.2697, 5.5198], [-2.5538, -3.0282, -2.7095], [-4.0560, 5.4258, -1.4798], [-4.9845, -1.2546, 1.6790], [-3.2116, 0.2337, 0.8284], [-3.3367, -1.8451, -1.6044], [-4.2758, 1.5167, -1.0014], [-3.1521, 5.1438, -0.4483], [-3.9054, -1.3376, 1.4795], [-3.5605, 1.3451, 2.2608], [-0.6322, 0.2486, -3.8819], [-2.3215, 0.2651, -3.3289], [-4.3881, 4.6195, -2.1249], [0.6904, -1.0479, 3.8436], [0.2383, -1.4997, 5.8279], [-2.9793, 8.2403, 0.9522], [3.3248, -1.7336, 0.1023], [-1.4634, -0.3855, -3.5452], [-2.2632, -3.0964, -0.9440], [-4.5529, 6.7179, -1.6487], [0.1150, 0.8604, 3.0223], [2.0213, 1.5594, -2.9681], [0.0377, -0.7651, 1.7231], [-3.2820, 7.4719, 0.2521], [1.0254, 3.7428, 0.2511], [1.8054, 3.7465, -0.5221], [1.9289, 2.5633, 1.9175], [1.1384, -2.7636, 0.0079], [0.3862, -2.0914, 1.9018], [-4.5179, 8.7922, -0.9314], [-5.5065, 0.7883, 0.0705], [2.3288, 0.1905, -0.9758], [-4.5282, 0.6245, -0.4118], [4.3138, 0.4998, 0.3723], [0.4687, -3.3182, -2.0693], [0.4016, -3.0563, 0.7705], [1.0892, 3.1121, 1.4733], [-2.4281, -2.4278, -1.7994], [4.0746, -1.4164, -1.5035], [3.7596, 1.1311, -0.3232], [-0.3491, -3.0395, -3.6358], [0.1870, 3.2029, 2.0741]], "atomic_forces_ev_per_a": [[-0.376, -0.075, 0.084], [-0.035, 0.126, -0.140], [0.117, -0.157, -0.016], [-0.106, 0.100, 0.019], [0.010, -0.452, -0.212], [-0.491, -1.017, -1.403], [-0.210, -0.083, 0.207], [0.142, 0.249, 0.707], [0.449, 0.040, 0.330], [0.141, -0.283, -0.226], [0.403, 0.162, 0.130], [0.446, 0.010, -0.055], [0.581, -1.384, 0.147], [0.362, -0.319, 0.193], [0.024, -0.157, -0.276], [-0.947, 2.056, 0.639], [0.341, -0.067, 0.201], [-0.013, 0.299, 0.025], [0.488, -1.239, -0.108], [0.220, 0.304, 0.036], [0.404, -0.503, 0.203], [-0.227, 0.243, 0.189], [1.064, 2.007, -0.065], [0.291, -1.190, -0.248], [-0.068, 0.277, -0.230], [-0.315, 0.046, -0.741], [-0.198, 0.303, -0.006], [-0.154, -0.075, -0.296], [-0.211, -0.073, 0.023], [-0.445, 0.009, -0.197], [-0.008, 0.110, 0.342], [-0.284, -0.136, -0.008], [-0.163, 0.204, -0.050], [-0.128, 0.093, 0.241], [-0.013, -0.089, 0.081], [0.355, 0.200, -0.142], [-2.620, -0.094, 0.612], [0.230, -0.158, -0.162], [-0.157, -0.245, 0.320], [0.123, 1.064, -0.626], [0.355, -0.478, 0.150], [0.645, 0.286, 0.369], [-0.173, -0.212, -0.044], [0.103, -0.204, -0.116], [-0.005, 0.170, -0.057], [-0.181, 0.177, 0.322], [0.071, 0.178, -0.055], [-0.033, 0.012, -0.047], [0.013, -0.078, -0.365], [0.042, 0.255, 0.208], [-0.074, 0.086, -0.313], [-0.145, 0.787, 0.205], [0.126, -0.670, 0.406], [0.256, -0.303, -0.145], [0.602, -0.939, 0.915], [-0.289, 0.078, -0.189], [0.035, -0.763, 1.166], [-0.029, -0.028, 0.630], [-0.149, 0.304, -0.514], [-0.283, 0.024, 0.316], [0.076, 1.005, 0.245], [-0.073, -0.207, -0.057], [0.466, -0.119, -0.025], [1.029, -0.680, -0.714], [0.139, 0.205, -0.550], [-0.054, 0.121, 0.041], [-0.136, 0.108, -0.246], [-0.209, -0.410, -0.379], [-0.603, 0.415, -1.908], [-0.085, 0.024, 0.238], [-0.307, -0.040, 0.222], [-0.486, 0.523, 0.299], [0.187, 0.074, 0.148], [0.144, 0.194, 0.321]], "lowdin_spin": [-0.002, 0.000, 0.000, 0.000, 0.001, -0.015, 0.000, 0.000, 0.000, 0.000, 0.000, 0.000, 0.000, 0.000, 0.000, 0.000, -0.003, 0.000, -0.002, 0.000, 0.000, -0.001, 5.103, 0.000, 0.000, -0.001, 0.000, 0.000, 0.000, 0.000, 0.000, 0.000, 0.000, -0.001, 0.000, -0.001, -0.017, 0.000, 0.000, 0.000, -0.003, -0.002, 0.000, 0.000, 0.000, -0.002, 0.000, 0.000, 0.000, -0.001, 0.000, 0.000, 0.000, 0.000, -0.019, 0.000, -0.003, 0.000, 0.000, 0.000, -0.001, 0.000, 0.000, -0.016, -0.002, 0.000, 0.000, 0.000, -0.002, -0.002, -0.001, -0.003, -0.001, 0.000], "s_squared": 8.773, "total_charge": 3, "mol_weight_g_mol": 612.97, "e_homo_ev": [-16.0, -16.0], "gap_ha": [0.1996, 0.2494], "spin_multiplicity": 6, "lumo_energy_ev": [-10.537, -9.182]}

=====

Number 1: total energy -6263.057 eV. Number 2: total energy -9954.008 eV. Number 3: total energy -10315.375 eV. Number 4: total energy -25994.586 eV. Number 5: total energy -83104.087 eV.